<w>
Here is a cluster of 2 separate species, C2H2BrF3O in total from OMol25. Energies are from ωB97M-V with the def2-TZVPD basis set.

Geometry as ORCA input:
```
! RIJCOSX wB97M-V def2-TZVPD def2/J DEFGRID3
* xyz 0 1
Br -1.483 0.810 -1.764
F 2.120 0.408 -0.024
F 0.969 0.127 1.845
F 0.640 1.828 0.599
O -1.318 -1.261 0.048
C 0.955 0.563 0.589
C -0.480 -0.594 -0.737
H 0.240 -1.181 -1.329
H -1.643 -0.700 0.774
*
```

Results
- HOMO energy: -0.351 hartree
- E_LUMO: 0.1 eV
- Kohn-Sham gap: 9.68 eV



<x>
Here is a cluster of 2 separate species, C2H2BrF3O in total from OMol25. Energies are from ωB97M-V with the def2-TZVPD basis set.

Geometry as ORCA input:
```
! RIJCOSX wB97M-V def2-TZVPD def2/J DEFGRID3
* xyz 0 1
Br 0.309 2.086 -0.859
F -1.711 -0.187 -0.803
F -1.451 0.342 1.169
F -0.545 -1.532 0.456
O 1.301 -0.312 -1.029
C -0.829 -0.209 0.185
C 0.482 0.374 -0.181
H 1.055 0.562 1.562
H 1.390 -1.123 -0.500
*
```

Results
- HOMO energy: -0.370 hartree
- E_LUMO: -0.4 eV
- Kohn-Sham gap: 9.64 eV



Which of them is the most stable? Correct choice: <w>.



<w>
Here is an isolated molecule of C2H6N2S2 from OMol25. Energies are from ωB97M-V with the def2-TZVPD basis set.

Geometry as ORCA input:
```
! RIJCOSX wB97M-V def2-TZVPD def2/J DEFGRID3
* xyz 0 1
S -0.060 2.564 -0.425
S 1.987 -1.241 1.046
N 0.988 0.061 0.269
N -1.006 1.099 -0.605
C -1.045 -1.273 -0.247
C -0.269 0.076 -0.244
H -0.902 -1.747 0.793
H 1.937 -0.497 2.335
H -0.672 3.287 -1.441
H 1.574 0.794 -0.113
H -0.446 -1.911 -0.887
H -2.086 -1.213 -0.481
*
```

Results
- HOMO energy: -0.307 hartree
- E_LUMO: 0.3 eV
- SMILES: C/C(=N/S)NS
- Kohn-Sham gap: 8.63 eV



<x>
Here is an isolated molecule of C2H6N2S2 from OMol25. Energies are from ωB97M-V with the def2-TZVPD basis set.

Geometry as ORCA input:
```
! RIJCOSX wB97M-V def2-TZVPD def2/J DEFGRID3
* xyz 0 1
S -1.304 0.024 -0.833
S 2.074 -0.265 -0.687
N 1.070 0.600 0.441
N -0.096 2.454 -0.230
C -0.092 1.167 -0.183
C -1.010 -1.281 0.300
H -0.906 -1.145 1.427
H -0.993 2.851 -0.482
H 1.694 1.310 0.626
H -0.139 -1.919 -0.151
H 1.516 -1.683 -0.268
H -1.815 -2.114 0.040
*
```

Results
- HOMO energy: -0.333 hartree
- E_LUMO: 0.4 eV
- SMILES: [H]/N=C(/NS)SC
- Kohn-Sham gap: 9.44 eV



<y>
Here is a structure of composition C2H6N2S2 from OMol25. Energies are from ωB97M-V with the def2-TZVPD basis set.

Geometry as ORCA input:
```
! RIJCOSX wB97M-V def2-TZVPD def2/J DEFGRID3
* xyz 0 1
S 1.388 -0.275 2.181
S -1.420 1.251 1.148
N -0.921 -0.077 0.240
N 1.535 -0.231 0.501
C 0.642 -0.021 -1.687
C 0.479 -0.210 -0.160
H -0.710 -0.405 -2.034
H 0.871 1.297 -2.051
H -1.894 0.472 2.220
H -1.544 -0.260 -0.385
H 0.075 -0.510 2.312
H 1.499 -1.032 -2.285
*
```

Results
- HOMO energy: -0.317 hartree
- E_LUMO: 0.4 eV
- Kohn-Sham gap: 8.99 eV



Which of them is the most stable? Correct choice: <w>.



<w>
Here is a cluster of 2 separate species, C3H9N2S in total from OMol25. Energies are from ωB97M-V with the def2-TZVPD basis set.

Geometry as ORCA input:
```
! RIJCOSX wB97M-V def2-TZVPD def2/J DEFGRID3
* xyz 1 1
S 2.318 -0.367 -0.687
N 2.209 1.494 1.577
N 0.147 -1.856 1.030
C 0.862 -0.469 -0.491
C -1.445 -1.778 -0.993
C -0.469 -0.976 -0.066
H -2.170 -2.231 -0.378
H -1.841 -1.100 -1.852
H -1.080 -0.261 0.480
H 2.764 1.703 0.737
H 0.410 -1.262 1.737
H 1.776 2.394 1.544
H -0.908 -2.630 -1.304
H 0.670 -2.631 0.593
H 2.894 1.727 2.326
*
```

Results
- HOMO energy (alpha / beta): -0.530 / -0.530 hartree
- E_LUMO (alpha / beta): -5.7 / -5.7 eV
- Kohn-Sham gap (alpha / beta): 8.75 / 8.75 eV



<x>
Here is the ion C3H9N2S with charge +1 from OMol25. Energies are from ωB97M-V with the def2-TZVPD basis set.

Geometry as ORCA input:
```
! RIJCOSX wB97M-V def2-TZVPD def2/J DEFGRID3
* xyz 1 1
S -0.242 -0.576 1.706
N 1.456 1.380 0.518
N 0.422 -0.136 -0.847
C -1.501 -0.867 0.497
C -1.132 -0.049 -0.866
C 1.071 0.064 0.557
H -1.596 -1.960 0.191
H -2.484 -0.737 0.986
H 0.851 0.570 -1.510
H 0.786 2.129 0.653
H 2.185 1.527 1.148
H -1.429 -0.466 -1.823
H 0.838 -1.174 -1.104
H -1.343 1.042 -0.750
H 2.118 -0.746 0.644
*
```

Results
- HOMO energy: -0.489 hartree
- E_LUMO: -3.6 eV
- SMILES: N[C@@H]1[NH2+]CCS1
- Kohn-Sham gap: 9.71 eV



Which of them is the most stable? Correct choice: <x>.



<w>
Here is a cluster of 2 separate species, C4H6N2OS in total from OMol25. Energies are from ωB97M-V with the def2-TZVPD basis set.

Geometry as ORCA input:
```
! RIJCOSX wB97M-V def2-TZVPD def2/J DEFGRID3
* xyz 0 1
S 1.748 1.527 -1.242
O -1.677 -1.376 1.283
N 0.344 1.056 -0.256
N -0.097 1.850 0.848
C -0.348 -0.038 -0.281
C -0.995 -0.230 0.968
C -0.835 1.035 1.510
C 0.369 -1.200 -1.186
H -0.513 -2.316 1.355
H 1.360 2.990 -1.312
H -1.226 1.527 2.445
H 0.016 -2.129 -0.911
H 1.498 -1.300 -0.813
H 0.355 -1.395 -2.408
*
```

Results
- HOMO energy: -0.307 hartree
- E_LUMO: -0.8 eV
- Kohn-Sham gap: 7.57 eV



<x>
Here is a structure of composition C4H6N2OS from OMol25. Energies are from ωB97M-V with the def2-TZVPD basis set.

Geometry as ORCA input:
```
! RIJCOSX wB97M-V def2-TZVPD def2/J DEFGRID3
* xyz 0 1
S 2.400 -0.953 0.548
O 1.185 -1.419 -0.318
N -1.530 -1.750 -0.086
N -0.760 0.259 0.342
C -2.231 0.311 0.393
C 2.560 0.788 0.084
C -0.490 -0.936 0.081
C -2.627 -0.988 0.292
H 2.226 0.649 -0.910
H -3.616 -1.449 0.262
H -2.742 1.204 0.782
H 1.824 1.308 0.611
H 3.657 0.907 0.157
H -1.496 -2.784 -0.062
*
```

Results
- HOMO energy: -0.293 hartree
- E_LUMO: 0.6 eV
- Kohn-Sham gap: 8.59 eV



<y>
Here is an isolated molecule of C4H6N2OS from OMol25. Energies are from ωB97M-V with the def2-TZVPD basis set.

Geometry as ORCA input:
```
! RIJCOSX wB97M-V def2-TZVPD def2/J DEFGRID3
* xyz 0 1
S -2.185 -1.812 -0.006
O -1.258 2.445 0.098
N 1.322 1.466 -1.011
N 0.313 -2.050 0.731
C -1.306 1.185 0.651
C -0.747 -1.180 0.452
C -0.303 0.116 0.320
C 0.905 0.322 -0.436
H -2.103 0.931 1.430
H 0.622 2.367 -1.127
H 1.992 1.370 -1.793
H 0.136 -2.909 0.980
H 1.351 -1.582 0.779
H 1.261 -0.669 -1.070
*
```

Results
- HOMO energy: -0.305 hartree
- E_LUMO: -0.7 eV
- SMILES: N/C=C(\C=O)C(N)=S
- Kohn-Sham gap: 7.63 eV



<z>
Here is an isolated molecule of C4H6N2OS from OMol25. Energies are from ωB97M-V with the def2-TZVPD basis set.

Geometry as ORCA input:
```
! RIJCOSX wB97M-V def2-TZVPD def2/J DEFGRID3
* xyz 0 1
S -0.332 2.201 1.213
O 0.029 1.826 2.607
N 0.077 -0.520 0.167
N -0.749 1.088 -1.191
C -0.635 -0.065 -1.910
C 0.987 -1.025 1.226
C -0.330 0.906 0.091
C -0.062 -0.985 -1.150
H 0.700 -0.548 2.215
H 2.011 -0.748 1.124
H -1.231 1.970 -1.383
H 0.508 -2.038 1.376
H -0.862 -0.099 -3.023
H -0.110 -1.962 -1.360
*
```

Results
- HOMO energy: -0.253 hartree
- E_LUMO: 0.6 eV
- Kohn-Sham gap: 7.52 eV



Which of them is the most stable? Correct choice: <z>.



<w>
Here is an isolated molecule of FNO3S from OMol25. Energies are from ωB97M-V with the def2-TZVPD basis set.

Geometry as ORCA input:
```
! RIJCOSX wB97M-V def2-TZVPD def2/J DEFGRID3
* xyz 0 1
S -0.163 0.255 -1.367
F 0.500 1.786 -1.505
O -0.167 -0.532 2.073
O 0.823 -0.769 -1.165
O -0.762 0.387 0.209
N -0.175 -0.662 0.867
*
```

Results
- HOMO energy: -0.403 hartree
- E_LUMO: -0.7 eV
- Kohn-Sham gap: 10.28 eV



<x>
Here is an isolated molecule of FNO3S from OMol25. Energies are from ωB97M-V with the def2-TZVPD basis set.

Geometry as ORCA input:
```
! RIJCOSX wB97M-V def2-TZVPD def2/J DEFGRID3
* xyz 0 1
S -0.788 -0.351 0.993
F -0.005 -1.727 0.731
O 0.845 0.800 -1.873
O 0.311 0.374 1.548
O -0.813 0.052 -0.607
N 0.450 0.852 -0.793
*
```

Results
- HOMO energy: -0.403 hartree
- E_LUMO: -0.8 eV
- Kohn-Sham gap: 10.14 eV



Which of them is the most stable? Correct choice: <x>.